DFT (ωB97M-V/def2-TZVPD) results for a 2-piece molecular cluster, C5H7NO overall.

Calculated values
Relative energy (zero: lowest compared OMol25 entry of this formula, charge and spin): 64.0 kcal per mole
HOMO energy: -10.1 eV
LUMO: -0.8 eV
Electronic energy: -8833.42625 eV
SMILES: CC1=CC(=O)N=C1.[H][H]
Gap between HOMO and LUMO: 0.342 Eh
F_max: 0.91 eV/A

Each atom is followed by the atoms it is bonded to, with distances in Å.
Element x y z (Å)
1 C 1.89227 -0.26498 -0.56634  C2 1.492, H8 1.094, H9 1.094, H10 1.094
2 C 0.51619 -0.12198 -0.00897  C1 1.492, C3 1.340, C7 1.483
3 C -0.11969 0.97306 0.43082  C2 1.340, C4 1.509, H11 1.083
4 C -1.35437 0.45482 1.12572  C3 1.509, O5 1.196, N6 1.463
5 O -1.95911 0.95513 2.02851  C4 1.196
6 N -1.59346 -0.90387 0.63888  C4 1.463, C7 1.283
7 C -0.46392 -1.22678 0.12196  C2 1.483, N6 1.283, H12 1.087
8 H 2.12116 -1.30693 -0.80709  C1 1.094
9 H 2.62657 0.07962 0.16818  C1 1.094
10 H 2.01807 0.33498 -1.47264  C1 1.094
11 H 0.19692 2.00863 0.43309  C3 1.083
12 H -0.28460 -2.22931 -0.25808  C7 1.087
13 H -2.03419 0.33034 -0.87555  H14 0.758
14 H -1.56185 0.91726 -0.95849  H13 0.758

Here are the Löwdin charges for atoms 1 to 4, given in e:
1. C -0.040
2. C -0.268
3. C -0.015
4. C -0.513